[1]
Here is a cluster of 2 separate species, C6H15NO2 in total at a distorted geometry from OMol25. Energies are from ωB97M-V/def2-TZVPD.

Structure (XYZ):
```
24
Properties=species:S:1:pos:R:3:nbo_charge:R:1
C 2.75753 -0.39905 0.86190 -0.659
C 1.31980 -0.90040 0.86968 -0.226
N 0.35654 -0.39552 -0.07610 -0.644
C -0.15966 0.96373 0.06998 -0.147
C 0.40388 1.82199 -1.04417 0.413
O 1.06255 2.81551 -0.84053 -0.518
C -1.69792 0.98879 -0.21078 -0.406
C -2.17055 0.23953 -1.43492 -0.646
H 2.89562 0.57488 1.35891 0.207
H 3.36602 -1.03719 1.50816 0.215
H 3.39237 -0.15430 0.00207 0.221
H 1.47079 -1.97085 0.66772 0.187
H 1.02084 -0.90954 1.91790 0.211
H 0.69779 -0.55546 -1.01439 0.367
H 0.02205 1.42548 1.03479 0.223
H 0.23160 1.56882 -2.10545 0.120
H -1.97588 2.04832 -0.20933 0.214
H -2.16969 0.64147 0.71586 0.205
H -1.55824 -0.60022 -1.77188 0.220
H -3.09146 -0.31199 -1.23014 0.226
H -2.42833 0.86652 -2.28839 0.215
O -1.38634 -2.55595 1.25065 -0.941
H -0.61945 -2.50012 0.67551 0.475
H -1.73986 -1.66446 1.29294 0.467
```

Output
2S+1 = 1
F_max = 0.053 Eh/bohr
Total charge = 0
SMILES string = CCN[C@@H](C=O)CC.O
Total energy = -442.79360 Eh
HOMO energy = -9.06 eV

[2]
Here is an isolated molecule of C5H10N2O at a distorted geometry from OMol25. Energies are from ωB97M-V/def2-TZVPD.

Structure (XYZ):
```
18
Properties=species:S:1:pos:R:3:nbo_charge:R:1
N 0.56383 1.50915 0.33676 -0.898
C 0.51497 0.37924 -0.62223 0.018
C -0.94699 0.40137 -0.94807 -0.267
N -1.77219 -0.27488 0.00201 -0.670
C -0.72471 -0.38683 1.12274 -0.269
C 0.56605 -0.80384 0.48135 0.115
O 0.22372 -1.99808 -0.30871 -0.720
C 1.80834 -0.53827 -0.08428 -0.303
H 0.52538 2.54221 -0.29274 0.379
H 1.69493 1.49044 0.91047 0.337
H -1.15382 1.43971 -1.31385 0.218
H -0.90040 -0.30232 -1.92692 0.200
H -2.61401 0.25353 0.19105 0.381
H -1.09845 -1.37452 1.65227 0.213
H -0.79869 0.65834 1.57709 0.281
H -0.67656 -2.11866 -0.23878 0.474
H 2.39160 -1.23389 -0.94422 0.301
H 2.39702 0.35731 0.40607 0.209
```

Output
2S+1 = 1
F_max = 0.147 Eh/bohr
Total charge = 0
SMILES string = N[C@]12CNC[C@]1(O)C2
Total energy = -380.94818 Eh
HOMO energy = -7.70 eV

[3]
Here is a structure of composition C2HBr2OS at a distorted geometry from OMol25. Energies are from ωB97M-V/def2-TZVPD.

Structure (XYZ):
```
7
Properties=species:S:1:pos:R:3:nbo_charge:R:1
C -0.17548 0.08385 -2.45904 0.405
C 0.65883 0.02480 1.44674 -0.749
O 0.18270 -0.76199 -3.18417 -0.492
S -0.86782 0.97828 -1.40815 0.082
Br -0.26853 1.38739 2.50268 -0.190
Br 0.67318 -1.62547 2.51741 -0.176
H -0.20289 -0.08686 0.58455 0.119
```

Output
2S+1 = 1
F_max = 0.061 Eh/bohr
Total charge = -1
Total energy = -5698.26198 Eh
HOMO energy = -2.59 eV

[4]
Here is a structure of composition C3H4DyLiO4 at a distorted geometry from OMol25. Energies are from ωB97M-V/def2-TZVPD.

Structure (XYZ):
```
13
Properties=species:S:1:pos:R:3:mulliken_spin:R:1
H 0.77221 -1.73084 -0.14944 0.001
C 0.79815 -0.91883 0.57913 0.002
C 0.22703 -0.91817 1.91280 0.002
O 1.64097 -0.97345 1.64352 0.000
H -0.12560 0.02325 2.33573 0.000
H -0.21791 -1.84148 2.28775 0.000
O -1.34907 0.40373 -0.55180 -0.120
C -0.30356 0.95349 -0.83264 -0.250
O 0.86034 0.36132 -0.10919 0.010
Dy -3.86225 0.30074 -1.03844 6.337
H 1.61727 0.53032 -0.82253 0.001
Li -0.24841 2.38005 -3.40513 0.012
O 0.19082 1.42989 -1.84976 0.006
```

Output
2S+1 = 7
F_max = 0.092 Eh/bohr
Total charge = +3
Total energy = -1309.07645 Eh
HOMO energy (spin up / spin down) = -20.88 / -20.88 eV
<S²> = 12.014

[5]
Here is a cluster of 2 separate species, C4H8 in total at a distorted geometry from OMol25. Energies are from ωB97M-V/def2-TZVPD.

Structure (XYZ):
```
12
Properties=species:S:1:pos:R:3:nbo_charge:R:1
C 1.75114 -0.09605 0.46293 -0.207
C 0.74093 0.57657 0.00783 -0.199
C 1.75698 -0.77318 -0.79796 -0.444
H 2.52507 -0.05679 1.22475 0.200
H 0.68324 1.61045 -0.28288 0.228
H 0.88107 -1.31713 -1.12025 0.219
H 2.25910 -0.33708 -1.66444 0.199
C -2.16139 0.08890 0.45812 -0.857
H -1.74290 0.82396 -0.22590 0.216
H -1.41169 -0.70070 0.31628 0.220
H -2.12148 0.34325 1.51264 0.214
H -3.16007 -0.16220 0.10888 0.211
```

Output
2S+1 = 1
F_max = 0.074 Eh/bohr
Total charge = 0
SMILES string = C1=CC1.C
Total energy = -157.02454 Eh
HOMO energy = -8.92 eV

[6]
Here is an isolated molecule of C3H2O3S2 at a distorted geometry from OMol25. Energies are from ωB97M-V/def2-TZVPD.

Structure (XYZ):
```
10
Properties=species:S:1:pos:R:3:nbo_charge:R:1
O -0.44204 -1.71817 -0.28200 -0.500
C -0.95939 -0.67030 -0.39745 0.700
O -2.24451 -0.40656 -0.61490 -0.646
C -0.22817 0.55784 -0.09173 -0.293
S -0.90375 2.02789 0.10658 0.210
C 1.13128 0.25327 0.18007 0.231
O 1.19338 -0.44131 1.30332 -0.625
S 2.47487 0.55982 -0.82695 -0.071
H -2.18666 0.65016 -0.73897 0.476
H 2.16499 -0.81264 1.36204 0.520
```

Output
2S+1 = 1
F_max = 0.086 Eh/bohr
Total charge = 0
SMILES string = O=C(O)C(=S)C(O)=S
Total energy = -1137.56159 Eh
HOMO energy = -9.61 eV

[7]
Here is a structure of composition C19H32N6PrS3Si at a distorted geometry from OMol25. Energies are from ωB97M-V/def2-TZVPD.

Structure (XYZ):
```
62
Properties=species:S:1:pos:R:3:mulliken_spin:R:1
Pr 0.13587 -0.58847 -0.16848 2.021
C -1.24061 0.03230 3.54557 0.000
C 0.20698 0.01342 3.34178 0.000
N 0.76996 -0.53607 2.27895 0.003
C 2.16681 -0.64208 2.48258 0.002
C 2.66824 0.09304 3.55256 0.000
S 1.31767 0.69328 4.46275 0.000
C 2.99301 -1.39227 1.54213 0.001
C 4.33715 -1.64250 1.76521 0.000
S 4.99723 -2.57848 0.49116 0.000
C 3.44481 -2.59375 -0.30434 0.001
N 2.56435 -1.82065 0.27354 -0.004
C 3.22607 -3.44809 -1.48365 0.000
H -1.51713 0.04481 4.57639 0.000
H -1.75100 -0.79528 2.94718 0.000
H -1.62485 0.98109 3.11456 0.000
H 3.73486 0.34630 3.79331 0.000
H 4.88386 -1.22822 2.60848 0.000
H 4.19080 -3.79077 -1.82628 0.000
H 2.86385 -2.75836 -2.25829 0.000
H 2.51968 -4.21445 -1.25700 0.000
N 2.61005 2.24801 -4.20900 0.000
C 2.57310 0.75738 -3.86963 0.000
C 2.40413 0.66728 -2.39683 0.000
N 0.94696 0.82150 -2.09222 -0.002
H 2.86911 2.31741 -5.21736 0.000
H 3.34241 2.66632 -3.62786 0.000
H 1.69874 2.67467 -4.02789 0.000
H 3.43720 0.24849 -4.25978 0.000
H 1.70092 0.26218 -4.45238 0.000
H 2.98441 1.44506 -1.89225 0.000
H 2.68857 -0.38245 -2.06559 0.001
H 0.37428 0.59442 -2.88504 0.003
H 0.63448 1.72701 -1.72009 0.000
C -2.01636 -5.50744 0.97543 0.000
N -2.53922 -4.12834 0.73690 -0.001
C -3.73201 -3.52573 1.21549 -0.001
C -3.75989 -2.29661 0.74076 0.001
N -2.65840 -2.06164 -0.03239 -0.002
C -1.88191 -3.20242 -0.03614 -0.001
S -0.37404 -3.34886 -0.80711 -0.010
H -1.07363 -5.47881 1.56558 0.000
H -1.82213 -5.89490 -0.03774 0.000
H -2.77133 -6.19237 1.47092 0.000
H -4.45668 -4.05983 1.88040 0.000
H -4.52058 -1.56313 0.92368 0.000
H -2.44542 -1.16731 -0.50023 -0.001
C -3.82262 3.92327 1.06427 0.000
Si -2.29120 3.70273 -0.01110 0.000
C -2.52604 4.42924 -1.72076 0.000
C -0.83495 4.44093 0.83801 0.000
C -1.94498 1.87549 -0.03841 -0.010
C -1.93417 0.64351 0.27243 0.000
H -4.20884 4.93144 1.07323 0.000
H -3.48677 3.70265 2.11481 0.000
H -4.60772 3.23997 0.72227 0.000
H -2.19004 5.45830 -1.80073 0.000
H -3.61290 4.40768 -1.91718 0.000
H -2.00543 3.90871 -2.54086 0.000
H -0.23572 3.56742 0.93751 0.000
H -1.04248 4.73738 1.90061 0.000
H -0.35650 5.23655 0.24819 0.000
```

Output
2S+1 = 3
F_max = 0.064 Eh/bohr
Total charge = +3
Total energy = -3071.89195 Eh
HOMO energy (spin up / spin down) = -15.99 / -15.99 eV
<S²> = 2.003

Please write out number 3 again, unchanged.
Here is a structure of composition C2HBr2OS at a distorted geometry from OMol25. Energies are from ωB97M-V/def2-TZVPD.

Structure (XYZ):
```
7
Properties=species:S:1:pos:R:3:nbo_charge:R:1
C -0.17548 0.08385 -2.45904 0.405
C 0.65883 0.02480 1.44674 -0.749
O 0.18270 -0.76199 -3.18417 -0.492
S -0.86782 0.97828 -1.40815 0.082
Br -0.26853 1.38739 2.50268 -0.190
Br 0.67318 -1.62547 2.51741 -0.176
H -0.20289 -0.08686 0.58455 0.119
```

Output
2S+1 = 1
F_max = 0.061 Eh/bohr
Total charge = -1
Total energy = -5698.26198 Eh
HOMO energy = -2.59 eV

Q: F_max of number 1 (C6H15NO2)?
A: 0.053 Eh/bohr

Q: The highest 2S+1 belongs to which entry?
A: C3H4DyLiO4